A 2-piece molecular cluster, CH6OSi2 overall, computed with wB97M-V/def2-TZVPD.

- spin multiplicity = 1
- highest occupied orbital energy (eV) = -9.521
- relative energy (zero: lowest compared OMol25 entry of this formula, charge and spin) (eV) = 5.1926
- E_tot (hartree) = -695.7417
- maximum force (eV Å⁻¹) = 4.02
- LUMO (eV) = -1.050
- total charge = 0
- gap between HOMO and LUMO (eV) = 8.470

Positions of all 10 atoms, in Å:
C 1.33495 -1.55975 0.48309
O 0.77016 -2.58918 0.16499
Si -1.26192 0.70856 -0.82935
Si 0.67357 0.29421 0.06170
H 2.23592 -1.53033 1.07949
H -2.19825 -0.10673 0.19520
H -1.75185 2.05334 -0.84123
H -1.74118 0.32659 -2.16200
H 1.76603 1.19827 -0.34249
H 0.17257 1.20501 2.19059

Mulliken atomic charge list, values in e, 5 entries:
1. C -0.032
2. O -0.399
3. Si 0.322
4. Si 0.133
5. H 0.370